[1]
This record from the OMol25 dataset describes the molecule C3H6ClN at a distorted geometry. The level of theory is ωB97M-V with the def2-TZVPD basis set.

The total energy is -17218.160 eV. As for the total charge: 0. The LUMO energy is 0.0299 Eh. The energy relative to the best compared isomer or geometry (same formula, charge and spin) is 44.5 kcal per mole. The HOMO-LUMO gap comes out at 10.33 eV. Its HOMO energy is -9.52 eV.

CARTESIAN COORDINATES (ANGSTROEM)
1 C 0.69220 0.85707 0.23278
2 C -0.51426 0.19370 -0.36001
3 C -0.91955 -1.16457 0.10626
4 N -1.62663 -0.06190 0.52098
5 Cl -3.29696 0.21945 -0.05131
6 H 0.71650 0.27292 1.19547
7 H 0.68552 1.94280 0.47129
8 H 1.57092 0.68199 -0.27415
9 H -0.91782 0.31916 -1.36758
10 H -1.12589 -1.80868 -0.77307
11 H -0.36909 -1.58067 0.90311

Atom charges from the Mulliken analysis, given in e for atoms 1 to 2: atom 1 (C): -1.072, atom 2 (C): 0.155

=====

[2]
This record from the OMol25 dataset describes the ion C3H6ClN2S with charge +1 at a distorted geometry. The level of theory is ωB97M-V with the def2-TZVPD basis set.

The total energy is -29538.386 eV. As for the total charge: +1. The LUMO energy is -0.1788 Eh. The energy relative to the best compared isomer or geometry (same formula, charge and spin) is 28.0 kcal per mole. The HOMO-LUMO gap comes out at 9.04 eV. Its HOMO energy is -13.90 eV.

CARTESIAN COORDINATES (ANGSTROEM)
1 C -1.49824 0.86879 -0.21382
2 C -0.08343 0.35864 -0.20562
3 N 0.73478 0.81160 -1.12907
4 N 0.07760 -0.55068 0.73269
5 C 1.24893 -1.67462 0.88135
6 S 0.80758 -2.75755 1.94658
7 Cl 2.55297 -1.43899 -0.03223
8 H -1.34638 1.84340 0.25762
9 H -2.02376 0.36446 0.49434
10 H -1.97061 1.00441 -1.09700
11 H 0.44778 1.55651 -1.71466
12 H 1.65836 0.42655 -1.27895
13 H -0.60558 -0.81251 1.35876

Atom charges from the Mulliken analysis, given in e for atoms 1 to 2: atom 1 (C): -1.409, atom 2 (C): 1.020